Molecular formula: C6H5NO
Method: DFT, the ωB97M-V functional and the def2-TZVPD basis

```
13
Properties=species:S:1:pos:R:3
C -1.308 -2.309 0.132
C -0.869 -1.291 -0.344
C -0.390 -0.040 -0.961
C -1.172 1.122 -0.497
C -1.868 2.036 -0.124
C 1.068 0.166 -0.739
N 2.219 0.131 -0.947
H -1.690 -3.253 0.483
H -0.522 -0.126 -2.054
H -2.575 2.805 0.138
O 2.456 0.540 1.865
H 1.690 -0.017 2.042
H 2.962 0.236 1.007
```

The charge is 0. Its SMILES is C#CC(C#C)C#N.O. The relative energy (zero: lowest compared OMol25 entry of this formula, charge and spin) comes out at 3.758 eV. As for the LUMO energy: 0.5 eV. As for the HOMO-LUMO gap: 0.412 Ha. The total energy is -361.44612 Eh.

Per-atom natural (NBO) charges, elementary charge units: atom 1 (C): -0.162, atom 2 (C): -0.022, atom 3 (C): -0.445, atom 4 (C): -0.025, atom 5 (C): -0.159, atom 6 (C): 0.331, atom 7 (N): -0.314, atom 8 (H): 0.249, atom 9 (H): 0.302, atom 10 (H): 0.249, atom 11 (O): -0.969, atom 12 (H): 0.467, atom 13 (H): 0.498


Molecular formula: C4H6AlBrNO5
Method: DFT, the ωB97M-V functional and the def2-TZVPD basis

```
18
Properties=species:S:1:pos:R:3
O 2.854 -2.070 1.612
N 2.354 -2.139 0.489
O 2.685 -1.014 -0.222
C 1.435 -0.222 -0.205
C 1.163 0.846 -1.455
O 0.472 2.098 -0.998
Al -0.379 1.450 0.594
C -1.865 0.278 -0.198
C -2.534 -0.787 0.857
O -3.432 -1.661 0.330
Br -2.122 -0.929 2.813
O 1.238 0.554 1.062
H 0.599 -1.071 -0.127
H 0.389 0.472 -2.272
H 2.150 1.094 -2.068
H -0.945 2.566 1.563
H -1.351 -0.379 -1.052
H -2.709 0.913 -0.722
```

The charge is -1. As for the LUMO energy: 2.7 eV. As for the HOMO-LUMO gap: 0.304 Ha. The total energy is -3403.35374 Eh.

Per-atom natural (NBO) charges, elementary charge units: atom 1 (O): -0.271, atom 2 (N): 0.362, atom 3 (O): -0.414, atom 4 (C): 0.284, atom 5 (C): -0.130, atom 6 (O): -0.942, atom 7 (Al): 1.677, atom 8 (C): -1.090, atom 9 (C): 0.480, atom 10 (O): -0.582, atom 11 (Br): -0.013, atom 12 (O): -0.930, atom 13 (H): 0.144, atom 14 (H): 0.168, atom 15 (H): 0.179, atom 16 (H): -0.437, atom 17 (H): 0.254, atom 18 (H): 0.261


Molecular formula: C3H3KLiO3
Method: DFT, the ωB97M-V functional and the def2-TZVPD basis

```
11
Properties=species:S:1:pos:R:3
C 1.207 -1.143 -0.515
C 0.423 0.078 -0.134
O -0.831 0.074 -0.823
O 0.999 -2.235 0.140
H 0.980 1.001 -0.383
H 0.278 0.090 0.959
O -1.394 1.919 0.262
C -1.734 1.040 -0.565
Li 1.755 -2.992 1.573
K -4.199 3.213 -0.223
H 2.516 -1.042 -0.291
```

As for the spin multiplicity: 2. The charge is 0. The relative energy (zero: lowest compared OMol25 entry of this formula, charge and spin) comes out at 4.225 eV. As for the LUMO energy (spin up / spin down): -1.0 / -1.0 eV. As for the HOMO-LUMO gap (spin up / spin down): 0.137 / 0.162 Ha. The total energy is -949.14945 Eh.

Per-atom natural (NBO) charges, elementary charge units: atom 1 (C): 0.179, atom 2 (C): -0.203, atom 3 (O): -0.573, atom 4 (O): -1.004, atom 5 (H): 0.182, atom 6 (H): 0.159, atom 7 (O): -0.850, atom 8 (C): 0.257, atom 9 (Li): 0.957, atom 10 (K): 0.920, atom 11 (H): -0.023


Molecular formula: C20H21N6RuS
Method: DFT, the ωB97M-V functional and the def2-TZVPD basis

```
49
Properties=species:S:1:pos:R:3
Ru -1.145 -0.435 -0.383
C -1.386 5.402 -1.058
C -2.772 4.848 -1.310
N -2.926 3.392 -1.412
C -2.185 2.401 -0.985
S -2.853 0.742 -1.233
N -1.026 2.571 -0.345
N -0.457 1.454 0.025
C 0.630 1.494 0.806
C 1.369 2.741 1.077
C 0.982 0.179 1.331
C 2.215 -0.121 1.914
C 2.768 -1.417 2.033
C 2.338 -2.562 1.433
C 1.131 -2.743 0.544
N -0.025 -0.698 1.131
H -1.440 6.487 -1.122
H -0.675 5.053 -1.810
H -1.007 5.146 -0.073
H -3.184 5.249 -2.239
H -3.460 5.188 -0.524
H -3.794 3.104 -1.859
H 1.167 3.481 0.307
H 2.440 2.561 1.143
H 1.062 3.165 2.041
H 2.823 0.706 2.259
H 3.692 -1.483 2.597
H 2.938 -3.451 1.592
H 0.954 -3.814 0.423
C -2.398 -3.772 1.876
C -1.426 -3.502 2.858
C -0.363 -2.700 2.589
C -0.142 -2.152 1.212
N -1.300 -2.331 0.320
C -2.321 -3.089 0.649
C 1.341 -2.163 -0.855
C 2.385 -2.646 -1.631
C 2.567 -2.181 -2.923
C 1.684 -1.239 -3.434
C 0.668 -0.788 -2.621
N 0.509 -1.228 -1.357
H -3.245 -4.414 2.076
H -1.531 -3.932 3.847
H 0.375 -2.467 3.347
H -3.123 -3.158 -0.077
H 3.042 -3.403 -1.223
H 3.381 -2.550 -3.534
H 1.773 -0.865 -4.444
H -0.051 -0.062 -2.975
```

As for the spin multiplicity: 5. The charge is +3. As for the LUMO energy (spin up / spin down): -11.2 / -12.6 eV. As for the HOMO-LUMO gap (spin up / spin down): 0.240 / 0.209 Ha. The total energy is -1595.19586 Eh.

Per-atom Mulliken charges, elementary charge units: atom 1 (Ru): 0.452, atom 2 (C): -1.032, atom 3 (C): -0.395, atom 4 (N): -0.046, atom 5 (C): 0.420, atom 6 (S): -0.246, atom 7 (N): -0.602, atom 8 (N): 0.765, atom 9 (C): 0.152, atom 10 (C): -1.277, atom 11 (C): 0.817, atom 12 (C): -0.549, atom 13 (C): -0.423, atom 14 (C): -0.694, atom 15 (C): -0.501, atom 16 (N): -0.519, atom 17 (H): 0.417, atom 18 (H): 0.341, atom 19 (H): 0.247, atom 20 (H): 0.378, atom 21 (H): 0.329, atom 22 (H): 0.279, atom 23 (H): 0.346, atom 24 (H): 0.459, atom 25 (H): 0.334, atom 26 (H): 0.437, atom 27 (H): 0.572, atom 28 (H): 0.584, atom 29 (H): 0.750, atom 30 (C): -0.864, atom 31 (C): -0.380, atom 32 (C): -1.134, atom 33 (C): 2.054, atom 34 (N): -0.530, atom 35 (C): -0.234, atom 36 (C): 0.340, atom 37 (C): -0.816, atom 38 (C): -0.490, atom 39 (C): -0.942, atom 40 (C): -0.138, atom 41 (N): 0.445, atom 42 (H): 0.462, atom 43 (H): 0.538, atom 44 (H): 0.491, atom 45 (H): 0.511, atom 46 (H): 0.502, atom 47 (H): 0.468, atom 48 (H): 0.454, atom 49 (H): 0.466


Molecular formula: C25H39OW
Method: DFT, the ωB97M-V functional and the def2-TZVPD basis

```
66
Properties=species:S:1:pos:R:3
C 0.849 -2.166 0.267
C 1.641 -1.209 -0.467
C 1.421 -1.453 -1.870
C 0.432 -2.488 -2.000
C 0.126 -2.969 -0.686
W -0.515 -0.840 -0.831
C -1.588 1.876 -0.581
C -1.342 0.828 0.524
H -0.876 1.245 1.426
C -2.048 -0.418 0.727
H -3.045 -0.688 0.319
H -1.794 -1.026 1.596
C -2.514 3.049 -0.434
H -2.083 3.696 0.344
H -2.531 3.606 -1.393
H -3.489 2.688 -0.172
C -2.480 0.873 -1.625
H -2.165 -0.220 -1.836
H -3.445 0.775 -1.129
H -2.637 1.323 -2.623
C 2.583 -0.207 0.108
H 2.118 0.352 0.934
H 3.501 -0.669 0.520
H 2.922 0.526 -0.635
C 2.057 -0.692 -2.991
H 2.274 0.359 -2.749
H 3.020 -1.134 -3.292
H 1.428 -0.685 -3.891
C -0.150 -2.949 -3.288
H -0.140 -2.164 -4.063
H 0.426 -3.806 -3.672
H -1.191 -3.269 -3.150
C -0.948 -3.957 -0.385
H -1.846 -3.781 -1.003
H -0.580 -4.968 -0.609
H -1.259 -3.911 0.670
C 0.829 -2.259 1.748
H -0.050 -2.822 2.086
H 1.730 -2.762 2.145
H 0.788 -1.258 2.213
C 0.093 1.189 -1.811
C -0.352 2.502 -0.906
C -0.283 1.513 -3.098
C 0.430 3.567 -1.372
H 0.626 0.256 -1.615
C 0.405 2.596 -3.607
H -0.737 0.645 -3.639
C 0.945 3.534 -2.691
H 0.797 4.394 -0.731
H 0.387 2.723 -4.676
H 1.752 4.186 -3.047
C 2.491 0.702 4.315
C 1.033 0.942 3.997
O 0.856 1.653 2.766
C 0.873 3.081 2.858
C -0.203 3.662 3.752
H 3.000 0.174 3.501
H 2.567 0.093 5.217
H 3.012 1.646 4.500
H 0.510 -0.013 3.856
H 0.545 1.488 4.816
H 1.864 3.391 3.218
H 0.748 3.424 1.823
H 0.065 3.564 4.807
H -0.304 4.727 3.540
H -1.179 3.192 3.594
```

As for the spin multiplicity: 3. The charge is +1. The relative energy (zero: lowest compared OMol25 entry of this formula, charge and spin) comes out at 7.438 eV. As for the LUMO energy (spin up / spin down): -4.0 / -4.1 eV. As for the HOMO-LUMO gap (spin up / spin down): 0.241 / 0.237 Ha. The total energy is -1117.71892 Eh.

Per-atom natural (NBO) charges, elementary charge units: atom 1 (C): -0.095, atom 2 (C): -0.123, atom 3 (C): -0.040, atom 4 (C): -0.114, atom 5 (C): -0.077, atom 6 (W): 1.035, atom 7 (C): -0.065, atom 8 (C): -0.365, atom 9 (H): 0.274, atom 10 (C): -0.645, atom 11 (H): 0.230, atom 12 (H): 0.239, atom 13 (C): -0.603, atom 14 (H): 0.224, atom 15 (H): 0.225, atom 16 (H): 0.221, atom 17 (C): -0.544, atom 18 (H): 0.145, atom 19 (H): 0.238, atom 20 (H): 0.245, atom 21 (C): -0.643, atom 22 (H): 0.255, atom 23 (H): 0.240, atom 24 (H): 0.227, atom 25 (C): -0.651, atom 26 (H): 0.235, atom 27 (H): 0.259, atom 28 (H): 0.233, atom 29 (C): -0.629, atom 30 (H): 0.226, atom 31 (H): 0.248, atom 32 (H): 0.232, atom 33 (C): -0.628, atom 34 (H): 0.228, atom 35 (H): 0.245, atom 36 (H): 0.235, atom 37 (C): -0.625, atom 38 (H): 0.228, atom 39 (H): 0.246, atom 40 (H): 0.232, atom 41 (C): -0.186, atom 42 (C): 0.079, atom 43 (C): -0.228, atom 44 (C): -0.257, atom 45 (H): 0.240, atom 46 (C): -0.224, atom 47 (H): 0.217, atom 48 (C): -0.184, atom 49 (H): 0.245, atom 50 (H): 0.242, atom 51 (H): 0.238, atom 52 (C): -0.638, atom 53 (C): -0.065, atom 54 (O): -0.571, atom 55 (C): -0.060, atom 56 (C): -0.651, atom 57 (H): 0.206, atom 58 (H): 0.223, atom 59 (H): 0.213, atom 60 (H): 0.175, atom 61 (H): 0.181, atom 62 (H): 0.173, atom 63 (H): 0.181, atom 64 (H): 0.213, atom 65 (H): 0.226, atom 66 (H): 0.214


Molecular formula: C2H5NO2S
Method: DFT, the ωB97M-V functional and the def2-TZVPD basis

```
11
Properties=species:S:1:pos:R:3
O -0.399 -0.902 1.594
C -0.548 0.347 1.872
O -0.685 1.188 0.799
S -0.288 1.002 3.361
H 0.203 -1.467 2.119
H -0.526 0.641 -0.065
C 0.803 0.051 -2.017
N -0.277 -0.111 -1.412
H 1.266 0.923 -1.947
H 1.129 -0.722 -2.804
H -0.679 -0.950 -1.500
```

The charge is 0. Its SMILES is OC(O)=S.C=N. The relative energy (zero: lowest compared OMol25 entry of this formula, charge and spin) comes out at 1.777 eV. As for the LUMO energy: 0.3 eV. As for the HOMO-LUMO gap: 0.312 Ha. The total energy is -682.57429 Eh.

Per-atom natural (NBO) charges, elementary charge units: atom 1 (O): -0.706, atom 2 (C): 0.507, atom 3 (O): -0.686, atom 4 (S): -0.232, atom 5 (H): 0.530, atom 6 (H): 0.480, atom 7 (C): 0.035, atom 8 (N): -0.604, atom 9 (H): 0.168, atom 10 (H): 0.155, atom 11 (H): 0.352


Molecular formula: C27H44BINO21S
Method: DFT, the ωB97M-V functional and the def2-TZVPD basis

```
96
Properties=species:S:1:pos:R:3
N 5.612 -3.963 2.371
C 6.338 -3.100 1.467
S 7.003 -1.746 2.512
C 8.656 -1.352 1.862
C 9.618 -1.404 3.068
O 9.621 -0.503 3.855
I 10.831 -3.142 3.238
B 5.851 -0.268 2.310
O 4.546 -0.432 2.037
O 6.418 0.943 2.489
H 5.196 -4.738 1.878
H 6.201 -4.278 3.128
H 7.165 -3.581 0.958
H 5.620 -2.711 0.752
H 8.698 -0.387 1.380
H 8.901 -2.149 1.166
H 4.505 -1.112 1.348
H 6.355 1.278 3.391
C 2.855 2.244 -0.096
C 1.361 2.364 0.063
C 0.803 1.683 1.291
O -0.526 1.347 0.870
C -0.493 1.194 -0.483
O -1.363 0.713 -1.126
O 0.676 1.659 -0.986
H 3.379 2.707 0.741
H 3.149 1.196 -0.164
H 3.180 2.725 -1.018
H 1.055 3.413 0.021
H 0.780 2.330 2.165
H 1.330 0.759 1.542
C -3.697 -1.162 -0.011
C -4.072 -1.704 1.342
C -2.901 -2.161 2.174
O -3.492 -3.174 2.997
C -4.544 -3.693 2.305
O -5.119 -4.684 2.607
O -4.831 -2.927 1.226
H -3.060 -0.289 0.083
H -3.179 -1.916 -0.607
H -4.591 -0.881 -0.568
H -4.682 -0.978 1.879
H -2.478 -1.366 2.783
H -2.107 -2.620 1.576
C -3.928 5.234 2.391
C -3.665 3.750 2.339
C -3.753 3.148 0.958
O -4.145 1.796 1.243
C -4.829 1.819 2.412
O -5.472 0.913 2.835
O -4.690 3.012 3.031
H -3.194 5.779 1.798
H -4.927 5.463 2.017
H -3.881 5.593 3.419
H -2.707 3.515 2.813
H -2.807 3.168 0.422
H -4.527 3.609 0.341
C 5.167 -1.352 -4.508
C 5.440 -2.435 -3.504
C 4.790 -2.210 -2.165
O 5.696 -2.908 -1.275
C 6.924 -2.883 -1.863
O 7.929 -3.180 -1.292
O 6.844 -2.477 -3.133
H 4.115 -1.280 -4.708
H 5.528 -0.388 -4.147
H 5.689 -1.555 -5.444
H 5.173 -3.413 -3.913
H 3.788 -2.624 -2.103
H 4.760 -1.157 -1.876
C 0.153 -3.580 -6.177
C 0.181 -2.598 -5.034
C -0.240 -1.195 -5.397
O 0.491 -0.408 -4.440
C 1.594 -1.098 -4.113
O 2.518 -0.650 -3.503
O 1.531 -2.370 -4.566
H -0.856 -3.683 -6.574
H 0.820 -3.260 -6.979
H 0.499 -4.560 -5.848
H -0.403 -2.980 -4.193
H -1.308 -1.028 -5.297
H 0.078 -0.901 -6.400
C -10.566 3.235 2.620
C -9.601 3.413 1.476
C -8.286 2.690 1.645
O -7.394 3.516 0.877
C -7.894 4.775 0.891
O -7.296 5.736 0.532
O -9.157 4.782 1.374
H -10.834 2.185 2.740
H -10.133 3.601 3.551
H -11.475 3.808 2.444
H -10.080 3.145 0.531
H -8.297 1.675 1.256
H -7.930 2.675 2.677
```

The charge is +1. As for the LUMO energy: -3.4 eV. As for the HOMO-LUMO gap: 0.305 Ha. The total energy is -3410.70293 Eh.

Per-atom Mulliken charges, elementary charge units: atom 1 (N): -0.628, atom 2 (C): 0.306, atom 3 (S): 0.087, atom 4 (C): -0.217, atom 5 (C): 0.065, atom 6 (O): -0.438, atom 7 (I): 0.127, atom 8 (B): 0.474, atom 9 (O): -0.416, atom 10 (O): -0.323, atom 11 (H): 0.272, atom 12 (H): 0.222, atom 13 (H): 0.544, atom 14 (H): -0.326, atom 15 (H): 0.384, atom 16 (H): 0.293, atom 17 (H): 0.299, atom 18 (H): 0.327, atom 19 (C): -1.313, atom 20 (C): 0.525, atom 21 (C): -0.406, atom 22 (O): -0.357, atom 23 (C): 0.636, atom 24 (O): -0.485, atom 25 (O): -0.335, atom 26 (H): 0.409, atom 27 (H): 0.102, atom 28 (H): 0.428, atom 29 (H): 0.220, atom 30 (H): 0.371, atom 31 (H): 0.184, atom 32 (C): -1.287, atom 33 (C): 1.056, atom 34 (C): -0.345, atom 35 (O): -0.377, atom 36 (C): 0.526, atom 37 (O): -0.532, atom 38 (O): -0.437, atom 39 (H): 0.095, atom 40 (H): 0.438, atom 41 (H): 0.338, atom 42 (H): -0.028, atom 43 (H): 0.225, atom 44 (H): 0.316, atom 45 (C): -1.371, atom 46 (C): 0.525, atom 47 (C): -0.440, atom 48 (O): -0.117, atom 49 (C): 0.688, atom 50 (O): -0.592, atom 51 (O): -0.385, atom 52 (H): 0.373, atom 53 (H): 0.220, atom 54 (H): 0.369, atom 55 (H): 0.243, atom 56 (H): 0.246, atom 57 (H): 0.275, atom 58 (C): -1.282, atom 59 (C): 0.581, atom 60 (C): -0.503, atom 61 (O): -0.338, atom 62 (C): 0.581, atom 63 (O): -0.563, atom 64 (O): -0.370, atom 65 (H): 0.083, atom 66 (H): 0.379, atom 67 (H): 0.413, atom 68 (H): 0.277, atom 69 (H): 0.342, atom 70 (H): 0.342, atom 71 (C): -1.492, atom 72 (C): 0.510, atom 73 (C): -0.539, atom 74 (O): -0.336, atom 75 (C): 0.614, atom 76 (O): -0.493, atom 77 (O): -0.283, atom 78 (H): 0.388, atom 79 (H): 0.352, atom 80 (H): 0.366, atom 81 (H): 0.286, atom 82 (H): 0.331, atom 83 (H): 0.301, atom 84 (C): -1.498, atom 85 (C): 0.496, atom 86 (C): -0.556, atom 87 (O): -0.209, atom 88 (C): 0.622, atom 89 (O): -0.548, atom 90 (O): -0.357, atom 91 (H): 0.374, atom 92 (H): 0.368, atom 93 (H): 0.375, atom 94 (H): 0.278, atom 95 (H): 0.379, atom 96 (H): 0.276